*A*
DFT (ωB97M-V/def2-TZVPD) results for the molecule CH3N3OS.

Summary:
Charge = 0
2S+1 = 1
Molecular weight = 105.12 g mol⁻¹
HOMO-LUMO gap = 10.72 eV
HOMO energy = -11.0 eV

Atoms and positions in Å:
S (-0.33, 0.31, 0.30)
O (-0.34, 1.24, 1.37)
N (-1.66, -0.35, 0.11)
N (0.17, 1.48, -2.34)
N (1.14, -1.05, 0.49)
C (0.27, 0.99, -1.28)
H (-1.77, -0.85, -0.85)
H (0.78, -1.46, 1.33)
H (1.74, -0.33, 0.87)

*B*
DFT (ωB97M-V/def2-TZVPD) results for a cluster of 2 separate species, CH3N3OS in total.

Summary:
Charge = 0
2S+1 = 1
Molecular weight = 105.12 g mol⁻¹
HOMO-LUMO gap = 9.71 eV
HOMO energy = -9.1 eV

Atoms and positions in Å:
S (-0.99, -0.06, 1.64)
O (1.53, 0.05, 0.09)
N (-0.18, -2.88, -1.79)
N (-0.58, -2.09, -1.15)
N (-0.60, 0.85, 0.19)
C (0.74, 0.94, -0.14)
H (-1.05, 1.75, 0.33)
H (0.28, -0.38, 1.59)
H (0.86, 1.81, -0.77)

Which structure is the most stable? The one labeled *B*.

*A*
DFT (ωB97M-V/def2-TZVPD) results for a structure of composition C14H20N2O3.

Summary:
Charge = 0
2S+1 = 1
Molecular weight = 264.32 g mol⁻¹
HOMO-LUMO gap = 9.25 eV
HOMO energy = -8.9 eV

Atoms and positions in Å:
O (0.69, 2.35, 1.66)
O (1.80, 2.76, -0.39)
O (-1.73, 0.13, 1.63)
N (-3.15, 0.05, -1.73)
N (-0.87, 0.44, -0.51)
C (2.74, -1.81, 0.06)
C (-3.33, 0.36, -0.35)
C (3.97, -2.10, 0.65)
C (1.41, -0.18, -1.24)
C (1.05, 2.09, 0.24)
C (-1.91, 0.27, 0.46)
C (0.49, 0.61, -0.24)
C (5.20, -1.41, 0.52)
C (-5.73, -0.26, 0.04)
C (3.95, 0.26, -0.81)
C (5.12, -0.23, -0.20)
C (-4.05, -2.06, 0.39)
C (2.73, -0.62, -0.59)
C (-4.30, -0.60, 0.38)
H (-3.36, -0.98, -1.58)
H (1.23, 0.30, -2.32)
H (-4.78, -2.33, 1.28)
H (0.90, -1.24, -1.37)
H (-5.99, -1.41, -0.62)
H (0.72, 0.06, 0.55)
H (3.91, 1.18, -1.32)
H (-0.04, 1.76, 2.04)
H (-4.12, -2.48, -0.66)
H (-4.17, 0.40, -2.17)
H (-1.26, 0.95, -1.44)
H (-2.82, -2.14, 0.55)
H (-3.99, -0.36, 1.57)
H (5.76, 0.57, -0.25)
H (-6.64, -0.42, 0.82)
H (-3.51, 1.42, -0.18)
H (-5.78, 0.85, -0.79)
H (6.05, -1.67, 0.95)
H (3.94, -3.12, 1.11)
H (1.96, -2.51, 0.40)

*B*
DFT (ωB97M-V/def2-TZVPD) results for a cluster of 3 separate species, C14H20N2O3 in total.

Summary:
Charge = 0
2S+1 = 1
Molecular weight = 264.32 g mol⁻¹
HOMO-LUMO gap = 8.70 eV
HOMO energy = -8.8 eV

Atoms and positions in Å:
O (-0.33, 0.63, 0.98)
O (3.71, 2.88, -0.48)
O (3.01, 1.20, -1.98)
N (-0.02, -1.42, -1.89)
N (1.38, 0.16, -0.56)
C (0.06, 0.19, -0.08)
C (2.41, 0.67, 0.26)
C (-5.41, 0.36, -0.39)
C (3.94, -1.00, 0.10)
C (3.20, 1.72, -0.65)
C (-2.01, -1.30, 0.03)
C (-4.06, 1.96, 0.65)
C (2.91, -0.76, 2.27)
C (-4.39, -0.59, -0.33)
C (3.49, -0.05, 1.09)
C (-0.93, -0.75, -0.99)
C (-3.00, 1.06, 0.54)
C (-3.08, -0.29, 0.11)
C (-5.32, 1.65, 0.04)
H (-4.78, -1.85, -0.19)
H (-0.19, -2.43, -2.64)
H (2.11, 1.53, 1.01)
H (-4.01, 3.14, 0.73)
H (-1.76, -1.42, 1.03)
H (3.66, 1.62, -2.63)
H (-2.29, -2.39, -0.27)
H (4.20, 0.71, 1.61)
H (3.77, -1.19, 2.70)
H (2.24, -0.11, 2.98)
H (5.43, -1.40, 0.19)
H (2.23, -1.54, 1.99)
H (1.20, -2.03, -1.36)
H (1.73, -0.27, -1.50)
H (-1.63, 0.15, -1.44)
H (-6.22, 0.19, -0.97)
H (4.00, -0.81, -1.17)
H (-6.20, 2.43, 0.04)
H (3.15, -2.07, 0.14)
H (-2.18, 1.44, 1.01)

Which structure is the most stable? The one labeled *A*.

*A*
DFT (ωB97M-V/def2-TZVPD) results for a cluster of 3 separate species, C8H17N2 in total.

Summary:
Charge = +1
2S+1 = 1
Molecular weight = 141.24 g mol⁻¹
HOMO-LUMO gap = 2.74 eV
HOMO energy = -8.8 eV

Atoms and positions in Å:
N (-0.75, -5.16, 1.92)
N (0.90, 9.43, -2.00)
C (-1.65, -5.51, 2.90)
C (-0.74, -6.50, 0.02)
C (1.01, 9.88, -0.65)
C (1.58, 10.29, -2.87)
C (0.39, -6.97, 0.06)
C (1.45, -7.75, 0.24)
C (-0.25, -3.98, 1.79)
C (-1.98, -6.06, -0.60)
H (-2.79, -5.24, 2.69)
H (2.15, 11.06, -2.29)
H (-2.27, -6.86, -1.33)
H (2.33, 9.82, -3.50)
H (-2.72, -6.23, 0.15)
H (0.71, 10.71, -3.50)
H (2.40, -7.69, -0.44)
H (0.63, 10.92, -0.48)
H (-1.97, -5.09, -0.95)
H (2.08, 10.01, -0.40)
H (-1.44, -4.85, 3.80)
H (1.62, -8.34, 1.16)
H (-0.31, -3.25, 2.59)
H (0.62, 8.47, -2.16)
H (-1.77, -6.60, 2.95)
H (0.42, 9.33, 0.02)
H (0.35, -3.83, 0.87)

*B*
DFT (ωB97M-V/def2-TZVPD) results for the ion C8H17N2 with charge +1.

Summary:
Charge = +1
2S+1 = 1
Molecular weight = 141.24 g mol⁻¹
HOMO-LUMO gap = 9.41 eV
HOMO energy = -12.0 eV

Atoms and positions in Å:
N (0.17, -0.04, 0.17)
N (-0.69, 4.07, -0.37)
C (0.86, -1.40, -1.82)
C (-1.12, 2.98, -1.06)
C (-0.05, -1.17, -0.70)
C (-1.33, 1.74, -0.71)
C (0.26, -1.40, 0.78)
C (-0.88, 0.98, 0.54)
C (1.73, -1.82, 0.96)
C (-0.70, -2.03, 1.70)
H (2.49, -0.98, 0.84)
H (0.68, -0.76, -2.65)
H (-1.50, 0.49, 1.22)
H (-0.41, 1.92, 1.05)
H (-0.43, -2.95, 2.02)
H (2.01, -2.61, 0.41)
H (-1.62, 1.01, -1.52)
H (-0.50, 4.90, -0.93)
H (1.95, -2.17, 1.96)
H (-1.47, 3.12, -2.13)
H (0.59, -2.42, -1.98)
H (-1.69, -2.20, 1.26)
H (-0.27, 4.15, 0.54)
H (1.94, -1.25, -1.57)
H (1.14, 0.37, -0.07)
H (-1.04, -1.33, -1.08)
H (-0.80, -1.49, 2.70)

Which structure is the most stable? The one labeled *B*.

*A*
DFT (ωB97M-V/def2-TZVPD) results for the molecule C2H4N4S2.

Summary:
Charge = 0
2S+1 = 1
Molecular weight = 148.22 g mol⁻¹
HOMO-LUMO gap (spin up / spin down) = 6.81 / 7.02 eV
HOMO energy (spin up / spin down) = -8.3 / -8.5 eV

Atoms and positions in Å:
S (-3.16, -0.76, -0.64)
S (-2.34, 0.29, 0.78)
N (-0.42, 1.73, -0.11)
N (1.74, 1.44, -0.80)
N (0.34, -0.38, 0.16)
N (0.78, 2.09, -0.56)
C (-0.56, 0.46, 0.23)
C (0.61, -1.78, 0.33)
H (1.42, -2.02, 1.05)
H (1.04, -2.01, -0.72)
H (-0.39, -2.24, 0.75)
H (0.92, 3.18, -0.47)

*B*
DFT (ωB97M-V/def2-TZVPD) results for the molecule C2H4N4S2.

Summary:
Charge = 0
2S+1 = 1
Molecular weight = 148.22 g mol⁻¹
HOMO-LUMO gap = 7.97 eV
HOMO energy = -7.8 eV

Atoms and positions in Å:
S (-1.53, -2.37, 0.95)
S (-2.87, 0.63, 0.70)
N (-0.38, 1.26, -0.24)
N (0.52, -0.79, -0.23)
N (1.93, 1.10, -0.79)
N (-1.27, 0.36, 0.28)
C (-0.75, -0.92, 0.28)
C (0.71, 0.58, -0.47)
H (2.38, 2.15, -0.73)
H (1.08, -1.71, -0.34)
H (2.89, 0.43, -0.80)
H (-2.70, -0.73, 1.38)

Which structure is the most stable? The one labeled *B*.